The following is a quantum chemistry calculation of 2 unconnected molecules or ions with the total composition C7H11N4O in a non-equilibrium geometry, from OMol25.

Kohn-Sham gap (spin up / spin down) ... 5.912 / 5.913 eV
HOMO energy (spin up / spin down) ... -2.3 / -2.3 eV
LUMO level (spin up / spin down) ... 3.62 / 3.62 eV
Energy relative to the best compared isomer or geometry (same formula, charge and spin) ... 46.3 kcal per mole
Net charge ... -1

Positions of all 23 atoms, in Å:
C1 -1.794 -1.263 -0.641
C2 -0.545 -1.599 0.066
C3 -1.667 0.931 0.192
C4 -0.418 0.774 0.748
C5 -0.156 -2.921 0.307
C6 -2.247 2.434 0.208
C7 2.522 -1.031 0.051
N1 -2.262 -0.067 -0.607
N2 0.202 1.715 1.346
N3 0.271 -0.469 0.373
N4 1.570 -0.275 0.329
O1 2.433 1.470 -1.783
H1 -2.493 -2.033 -1.038
H2 1.536 1.285 -1.726
H3 -0.792 -3.715 -0.080
H4 0.721 -3.187 0.836
H5 -3.092 2.526 -0.542
H6 -1.198 2.811 0.010
H7 -2.594 2.633 1.143
H8 2.444 -2.089 -0.318
H9 2.895 1.350 -0.968
H10 3.568 -0.721 0.398
H11 1.097 1.439 1.694